Entry 1:
2 unconnected molecules or ions with the total composition C8H9Br2 at a distorted geometry, computed with the ωB97M-V functional and the def2-TZVPD basis.

Energy above the lowest of the compared OMol25 structures with the same formula, charge and spin ... 6.8 kcal/mol
<S²> ... 0.75
LUMO (alpha / beta) ... 0.636 / -3.192 eV
HOMO energy (alpha / beta) ... -0.345 / -0.344 Ha
Multiplicity ... 2
Charge ... 0

Geometry (Å):
C1 2.25 -0.93 -1.16
C2 -2.55 0.45 0.38
C3 -0.49 -0.33 1.44
H1 2.50 -0.18 -1.94
H2 3.19 -1.46 -0.98
H3 -2.30 0.12 2.51
H4 1.97 -1.13 0.95
C4 -1.91 0.38 -0.85
Br1 -0.37 3.33 0.39
Br2 2.77 1.12 0.66
H5 -2.42 0.74 -1.74
C5 -1.84 0.05 1.53
H6 -0.07 -0.08 -1.93
C6 0.16 -0.24 0.21
C7 1.68 -0.39 0.17
H7 0.06 -0.65 2.34
H8 1.53 -1.68 -1.51
C8 -0.58 0.00 -0.96
H9 -3.57 0.88 0.49

Entry 2:
A molecular structure, C8H9BrEuI2LaO4S at a distorted geometry, computed with the ωB97M-V functional and the def2-TZVPD basis.

<S²> ... 12.01
LUMO (alpha / beta) ... -15.820 / -16.535 eV
HOMO energy (alpha / beta) ... -0.837 / -0.838 Ha
Multiplicity ... 7
Charge ... +4

Geometry (Å):
H1 3.12 -0.25 -1.67
H2 1.24 -1.51 -4.66
I1 1.10 -4.62 -1.57
H3 0.78 2.03 -3.61
I2 -2.76 2.45 -3.22
H4 2.90 -0.89 -4.71
O1 -0.71 2.54 2.74
Eu1 0.28 -2.19 0.21
H5 2.39 -1.98 -3.40
H6 1.93 1.42 -4.81
C1 1.12 1.13 -4.14
C2 2.48 -0.93 0.98
H7 3.59 0.93 -2.95
C3 2.76 0.57 -2.31
La1 -1.41 1.35 -0.75
O2 1.61 3.17 0.16
H8 0.28 0.78 -4.73
C4 0.69 2.63 -0.31
C5 2.07 -1.15 -4.03
S1 0.20 -0.47 -2.09
O3 0.53 -0.96 3.88
C6 -0.89 2.38 1.62
Br1 -2.35 -0.95 0.79
O4 3.43 -0.35 1.27
H9 2.42 1.40 -1.66
C7 1.63 0.05 -3.20
C8 0.64 -1.38 2.82

Entry 3:
A molecular structure, C8H9BrI2MnO4SYb at a distorted geometry, computed with the ωB97M-V functional and the def2-TZVPD basis.

<S²> ... 8.84
LUMO (alpha / beta) ... -15.833 / -17.307 eV
HOMO energy (alpha / beta) ... -0.854 / -0.847 Ha
Multiplicity ... 6
Charge ... +4

Geometry (Å):
Br1 1.44 0.17 3.72
C1 -1.48 1.49 1.10
C2 -0.91 0.17 -1.92
Mn1 0.09 1.12 1.95
Yb1 -0.08 -1.75 2.42
H1 0.95 -1.36 -3.32
H2 1.10 2.09 -1.72
O1 -1.37 2.32 4.30
H3 0.71 -2.20 -1.76
O2 -3.43 -2.26 3.94
C3 1.15 -1.33 -2.25
C4 0.58 -0.05 -1.70
S1 0.89 -0.24 0.37
C5 -2.33 -1.75 1.17
H4 -1.18 1.24 -1.82
O3 -2.57 1.68 0.70
C6 -0.73 2.09 3.35
I1 3.94 1.79 0.50
C7 1.38 1.14 -2.22
H5 -1.55 -0.40 -1.22
C8 -2.35 -2.11 3.59
H6 -1.16 -0.15 -2.95
H7 1.19 1.24 -3.32
H8 2.23 -1.37 -2.07
I2 4.41 -0.79 0.44
O4 -3.40 -1.79 0.76
H9 2.48 1.04 -2.05

Entry 4:
A gas-phase ion, C8H9BrNO4S (charge -1) at a distorted geometry, computed with the ωB97M-V functional and the def2-TZVPD basis.

Energy above the lowest of the compared OMol25 structures with the same formula, charge and spin ... 0.0 kcal/mol
LUMO ... 3.034 eV
HOMO energy ... -0.169 Ha
Charge ... -1

Geometry (Å):
C1 0.40 -1.27 0.94
C2 0.76 1.09 -0.27
H1 0.85 1.29 1.96
O1 -2.16 0.46 -2.19
H2 -0.12 -3.03 -0.31
C3 -1.60 -2.00 0.85
C4 -0.27 -2.73 0.79
O2 -2.75 -2.35 0.81
S1 1.33 -0.65 -0.57
Br1 -2.55 1.55 0.79
H3 0.05 -3.53 1.54
C5 -1.49 -0.20 -1.41
C6 -1.36 0.30 0.06
H4 0.73 1.10 -2.44
H5 2.18 2.00 1.02
H6 0.55 2.76 0.98
C7 0.81 1.87 -1.56
N1 -1.10 -0.74 0.99
H7 1.76 2.33 -1.60
O3 2.71 -0.54 -0.02
O4 -0.74 -1.20 -1.57
H8 0.01 2.67 -1.64
C8 1.11 1.82 1.00
H9 0.87 -1.00 1.86

Entry 5:
A single C8H9Cl2N3S molecule at a distorted geometry, computed with the ωB97M-V functional and the def2-TZVPD basis.

LUMO (alpha / beta) ... 0.362 / 0.362 eV
HOMO energy (alpha / beta) ... -0.258 / -0.258 Ha
Charge ... 0

Geometry (Å):
N1 2.10 0.29 -0.27
N2 0.74 -2.07 -0.07
H1 2.34 2.26 -1.00
C1 -1.91 -2.17 0.57
H2 0.52 3.78 0.84
C2 2.03 -2.06 0.01
C3 0.11 -0.91 -0.40
H3 -1.66 -1.81 1.58
Cl1 4.42 1.71 -0.06
H4 -1.60 -3.22 0.33
H5 3.89 -0.92 0.13
H6 -1.96 -0.13 -0.24
C4 -1.35 -1.10 -0.49
H7 2.17 2.70 2.29
N3 1.66 2.16 1.62
S1 -0.17 1.82 -0.26
Cl2 2.88 -3.51 0.05
H8 -1.82 -1.25 -1.51
C5 0.88 2.78 0.87
C6 2.80 -0.89 -0.02
H9 -3.02 -2.12 0.34
C7 0.69 0.31 -0.30
C8 2.73 1.48 -0.36

Entry 6:
A molecular structure, C8H9ClI2LuO8SV at a distorted geometry, computed with the ωB97M-V functional and the def2-TZVPD basis.

Energy above the lowest of the compared OMol25 structures with the same formula, charge and spin ... 0.0 kcal/mol
<S²> ... 2.18
LUMO (alpha / beta) ... -18.139 / -18.372 eV
HOMO energy (alpha / beta) ... -0.884 / -0.881 Ha
Multiplicity ... 3
Charge ... +4

Geometry (Å):
H1 -1.39 -0.38 -2.97
S1 1.14 -0.28 -1.53
C1 -0.78 0.25 -3.63
I1 1.95 3.48 -0.31
O1 -2.64 -2.56 -1.83
H2 2.08 -1.72 -3.88
H3 0.90 -1.43 -5.19
H4 2.66 0.77 -3.90
H5 -0.96 1.30 -3.37
O2 -2.43 2.45 -0.92
Lu1 0.67 1.20 0.53
Cl1 1.13 0.27 3.19
C2 -0.76 -1.98 1.07
O3 -1.39 -2.21 2.02
O4 -1.84 2.68 2.84
O5 1.22 1.44 3.98
C3 1.60 1.02 -4.05
H6 -1.11 0.08 -4.66
H7 0.39 -2.24 -3.69
O6 1.29 -0.97 3.85
I2 1.52 -3.99 -0.54
C4 -1.56 -2.35 -1.43
O7 -0.22 0.29 2.44
V1 0.08 -2.01 -0.63
O8 2.12 0.37 2.03
C5 1.04 -1.45 -4.10
C6 -1.49 2.00 -0.43
H8 1.45 1.17 -5.13
C7 -1.03 2.39 2.09
C8 0.70 -0.09 -3.53
H9 1.41 1.98 -3.54

Entry 7:
A gas-phase ion, C8H9ClN3O (charge +1) at a distorted geometry, computed with the ωB97M-V functional and the def2-TZVPD basis.

Energy above the lowest of the compared OMol25 structures with the same formula, charge and spin ... 21.7 kcal/mol
LUMO ... -5.171 eV
Structure (SMILES) ... Cc1nc(Cl)c2c([n+]1C)C(=O)NC2
HOMO energy ... -0.510 Ha
Charge ... +1

Geometry (Å):
H1 1.15 -2.54 1.27
H2 2.44 -0.39 0.85
H3 -0.26 3.90 -0.27
H4 -0.05 -3.77 0.43
H5 2.29 0.43 -0.73
H6 -2.13 2.46 1.01
C1 -2.16 -0.45 -0.17
H7 1.34 -3.30 -0.40
C2 2.11 -0.52 -0.24
C3 -0.12 -1.70 -0.18
C4 0.62 -2.92 0.27
C5 -1.62 2.22 0.06
N1 0.64 -0.55 -0.23
C6 0.69 1.99 0.08
H8 -2.35 2.47 -0.70
N2 -0.35 2.85 -0.14
C7 -1.46 0.75 0.00
O1 1.85 2.20 0.16
Cl1 -3.80 -0.75 -0.19
N3 -1.40 -1.59 -0.17
H9 2.43 -1.41 -0.70
C8 0.13 0.62 -0.01

Entry 8:
2 unconnected molecules or ions with the total composition C8H9ClNO at a distorted geometry, computed with the ωB97M-V functional and the def2-TZVPD basis.

Energy above the lowest of the compared OMol25 structures with the same formula, charge and spin ... 20.9 kcal/mol
LUMO (alpha / beta) ... -7.298 / -7.296 eV
HOMO energy (alpha / beta) ... -0.519 / -0.519 Ha
Charge ... +1

Geometry (Å):
C1 3.10 0.99 -0.28
C2 0.90 -0.14 -0.53
H1 3.83 1.27 0.47
C3 -2.00 -1.05 1.47
H2 -3.97 -1.55 0.74
N1 -0.37 -0.53 -0.18
Cl1 2.18 -2.41 0.20
H3 1.15 -0.21 -1.58
C4 -1.29 -0.74 -1.15
H4 2.93 1.86 -0.92
H5 -2.24 -1.19 2.51
H6 3.49 0.19 -0.90
C5 -0.72 -0.70 1.12
H7 0.06 -0.55 1.85
C6 1.81 0.62 0.36
C7 -2.59 -1.09 -0.85
H8 -3.30 -1.23 -1.65
H9 -0.98 -0.59 -2.18
C8 -2.96 -1.25 0.48
O1 1.49 0.94 1.48